Entry 1:
The following is a DFT calculation (ωB97M-V/def2-TZVPD) of a cluster of 2 separate species, C4H12 in total.

Summary:
largest force on an atom	4.13	eV/A
HOMO level	-11.03	eV
LUMO	1.15	eV
electronic energy	-4341.4179	eV
structure (SMILES)	CC.CC

Last column: Mulliken charge in e.
Element x y z (Å)
C  -1.099  -1.791  -0.041  -0.911
C  -1.580  -0.850  -1.160  -0.709
H  -0.763  -2.806  -0.450  0.290
H  -0.245  -1.492  0.524  0.225
H  -1.816  -2.174  0.676  0.324
H  -0.823  -1.184  -1.889  0.211
H  -2.391  -1.397  -1.818  0.276
H  -1.724  0.195  -0.909  0.293
C  1.938  1.158  0.949  -0.931
C  0.649  1.700  0.264  -0.772
H  2.073  0.084  0.742  0.271
H  2.739  1.765  0.558  0.326
H  1.854  1.278  2.020  0.267
H  0.653  2.781  0.331  0.398
H  -0.159  1.380  0.936  0.197
H  0.693  1.353  -0.730  0.246


Entry 2:
The following is a DFT calculation (ωB97M-V/def2-TZVPD) of a cluster of 2 separate species, C4H12 in total.

Summary:
largest force on an atom	6.13	eV/A
HOMO level	-10.85	eV
LUMO	1.05	eV
electronic energy	-4340.4328	eV
structure (SMILES)	CC.CC

Last column: Mulliken charge in e.
Element x y z (Å)
C  -1.140  1.511  1.660  -0.955
C  -0.366  0.421  0.993  -0.600
H  -2.063  1.750  1.049  0.257
H  -1.572  1.119  2.678  0.217
H  -0.505  2.361  1.839  0.278
H  -0.751  0.134  -0.071  -0.008
H  -0.198  -0.506  1.512  0.478
H  0.774  0.728  1.122  0.288
C  0.877  -1.353  -0.672  -0.836
C  0.644  -0.547  -1.982  -0.888
H  1.373  -0.850  0.195  0.209
H  -0.095  -1.716  -0.401  0.334
H  1.607  -2.176  -1.106  0.274
H  0.192  -1.231  -2.840  0.258
H  1.366  0.099  -2.177  0.393
H  -0.219  0.090  -1.786  0.301


Entry 3:
The following is a DFT calculation (ωB97M-V/def2-TZVPD) of a cluster of 2 separate species, C4H12 in total.

Summary:
largest force on an atom	2.05	eV/A
HOMO level	-11.28	eV
LUMO	1.14	eV
electronic energy	-4341.8782	eV
structure (SMILES)	CC.CC

Last column: Mulliken charge in e.
Element x y z (Å)
C  2.140  -1.653  -0.486  -0.899
C  0.792  -1.629  0.283  -0.389
H  2.473  -2.573  -0.966  0.310
H  2.004  -0.995  -1.354  0.271
H  2.973  -1.253  0.085  0.268
H  1.138  -1.593  1.318  0.228
H  0.241  -0.719  0.087  -0.116
H  0.124  -2.466  0.101  0.309
C  -0.771  1.706  -0.077  -0.593
C  -2.232  1.474  0.308  -0.863
H  -0.510  2.375  -0.892  0.340
H  -0.291  2.175  0.794  0.245
H  -0.193  0.794  -0.213  0.027
H  -2.380  1.375  1.375  0.274
H  -2.634  0.683  -0.330  0.276
H  -2.872  2.298  -0.032  0.312


Entry 4:
The following is a DFT calculation (ωB97M-V/def2-TZVPD) of a cluster of 2 separate species, C4H12 in total.

Summary:
largest force on an atom	2.79	eV/A
HOMO level	-11.42	eV
LUMO	1.14	eV
electronic energy	-4341.9729	eV
structure (SMILES)	CC.CC

Last column: Mulliken charge in e.
Element x y z (Å)
C  -0.756  0.496  1.901  -0.684
C  0.289  -0.522  2.284  -0.820
H  -0.766  0.673  0.824  0.124
H  -1.766  0.202  2.214  0.278
H  -0.607  1.484  2.343  0.278
H  0.274  -1.603  2.123  0.321
H  0.720  -0.383  3.280  0.310
H  1.140  -0.284  1.618  0.184
C  -0.474  -0.308  -2.285  -0.876
C  0.863  0.277  -1.825  -0.821
H  -0.253  -1.086  -3.020  0.320
H  -1.056  -0.850  -1.525  0.285
H  -1.124  0.469  -2.680  0.277
H  1.583  -0.448  -1.456  0.265
H  1.115  0.831  -2.733  0.295
H  0.819  1.052  -1.062  0.263


Entry 5:
The following is a DFT calculation (ωB97M-V/def2-TZVPD) of a cluster of 2 separate species, C4H12 in total.

Summary:
largest force on an atom	2.67	eV/A
HOMO level	-11.40	eV
LUMO	1.12	eV
electronic energy	-4341.9454	eV
structure (SMILES)	CC.CC

Last column: Mulliken charge in e.
Element x y z (Å)
C  -0.453  1.508  -1.893  -0.768
C  -1.719  0.718  -1.797  -0.785
H  0.423  1.031  -1.452  0.212
H  -0.158  1.907  -2.848  0.315
H  -0.504  2.413  -1.238  0.245
H  -2.568  1.392  -1.996  0.253
H  -2.038  0.175  -0.876  0.244
H  -1.850  -0.073  -2.548  0.284
C  1.429  -1.789  1.872  -0.896
C  0.741  -0.443  1.823  -0.673
H  2.505  -1.832  1.749  0.320
H  1.204  -2.422  2.777  0.254
H  1.087  -2.436  1.040  0.268
H  0.967  0.084  2.774  0.276
H  -0.314  -0.673  1.685  0.199
H  1.106  0.330  1.165  0.252


Entry 6:
The following is a DFT calculation (ωB97M-V/def2-TZVPD) of a cluster of 2 separate species, C4H12 in total.

Summary:
largest force on an atom	5.09	eV/A
HOMO level	-11.11	eV
LUMO	1.05	eV
electronic energy	-4341.4200	eV
structure (SMILES)	CC.CC

Last column: Mulliken charge in e.
Element x y z (Å)
C  -1.870  -0.743  -1.534  -0.802
C  -2.264  0.737  -1.394  -0.763
H  -0.832  -0.989  -1.369  0.248
H  -2.457  -1.481  -0.931  0.281
H  -1.994  -1.168  -2.605  0.243
H  -3.278  1.025  -1.487  0.327
H  -1.840  1.167  -2.386  0.209
H  -1.596  1.223  -0.758  0.260
C  1.712  0.712  1.450  -0.581
C  2.416  -0.624  1.546  -1.021
H  0.862  0.750  2.194  0.229
H  2.330  1.567  1.674  0.312
H  1.118  0.707  0.515  0.116
H  2.727  -0.911  2.532  0.315
H  3.256  -0.981  0.957  0.339
H  1.745  -1.401  1.257  0.287


Entry 7:
The following is a DFT calculation (ωB97M-V/def2-TZVPD) of a cluster of 2 separate species, C4H12 in total.

Summary:
largest force on an atom	1.69	eV/A
HOMO level	-11.52	eV
LUMO	1.14	eV
electronic energy	-4342.1430	eV
structure (SMILES)	CC.CC

Last column: Mulliken charge in e.
Element x y z (Å)
C  2.419  -1.979  -0.072  -0.922
C  0.978  -1.686  0.393  -0.712
H  2.995  -2.184  0.822  0.286
H  2.449  -2.829  -0.763  0.275
H  2.756  -1.200  -0.756  0.292
H  1.043  -0.692  0.842  0.174
H  0.275  -1.677  -0.435  0.278
H  0.672  -2.368  1.182  0.334
C  -1.504  1.160  0.128  -0.725
C  -1.911  2.528  -0.439  -0.853
H  -2.021  0.316  -0.337  0.311
H  -0.474  0.944  -0.172  0.132
H  -1.566  1.042  1.205  0.342
H  -1.028  3.103  -0.695  0.278
H  -2.443  3.089  0.336  0.244
H  -2.641  2.433  -1.238  0.264


Entry 8:
The following is a DFT calculation (ωB97M-V/def2-TZVPD) of a cluster of 2 separate species, C4H12 in total.

Summary:
largest force on an atom	2.74	eV/A
HOMO level	-11.41	eV
LUMO	1.04	eV
electronic energy	-4341.9356	eV
structure (SMILES)	CC.CC

Last column: Mulliken charge in e.
Element x y z (Å)
C  2.091  -0.225  1.760  -0.778
C  3.016  -0.375  0.553  -0.756
H  2.116  0.775  2.188  0.271
H  1.059  -0.462  1.515  0.204
H  2.356  -0.770  2.669  0.298
H  3.486  -1.363  0.607  0.246
H  3.779  0.409  0.501  0.252
H  2.551  -0.299  -0.439  0.263
C  -2.847  1.004  -1.144  -0.777
C  -2.363  -0.486  -1.188  -0.671
H  -2.146  1.491  -0.446  0.217
H  -2.739  1.634  -2.035  0.297
H  -3.835  1.067  -0.721  0.258
H  -2.880  -1.209  -0.572  0.300
H  -2.370  -0.754  -2.238  0.260
H  -1.273  -0.437  -1.010  0.116


Asked for relative energy (zero: lowest compared OMol25 entry of this formula, charge and spin) across the records above, the calculation gives 1.110 2.096 0.650 0.555 0.583 1.108 0.385 0.593 eV in order.